Density functional theory data (ωB97M-V/def2-TZVPD) for a molecular structure, C21H31F6GaIN7O7S2.

Element x y z (Å)
1 Ga -0.018 -0.769 0.002
2 F -0.428 -3.889 0.162
3 C 0.334 -4.472 -0.791
4 F 0.728 -5.643 -0.369
5 F -0.353 -4.574 -1.911
6 S 1.767 -3.347 -1.104
7 O 1.158 -2.000 -1.267
8 O 2.468 -3.852 -2.219
9 N 2.564 -3.404 0.261
10 S 2.524 -2.180 1.215
11 O 3.087 -2.418 2.489
12 O 1.121 -1.609 1.310
13 C 3.613 -0.849 0.443
14 F 4.219 -0.216 1.430
15 F 4.483 -1.431 -0.346
16 F 2.896 0.036 -0.260
17 N -2.257 1.882 3.442
18 C -3.598 1.196 3.298
19 C -3.463 -0.308 3.027
20 C -3.024 -0.747 1.618
21 N -1.523 -0.964 1.511
22 C -3.678 0.138 0.541
23 C -3.713 1.639 0.815
24 N -2.349 2.224 0.805
25 C -4.357 1.901 2.177
26 H -1.593 1.341 3.999
27 H -2.372 2.788 3.894
28 H -1.925 2.063 2.430
29 H -4.123 1.317 4.242
30 H -4.466 -0.710 3.178
31 H -2.837 -0.783 3.791
32 H -3.434 -1.741 1.458
33 H -1.398 -1.979 1.545
34 H -1.044 -0.644 2.351
35 H -4.718 -0.187 0.467
36 H -3.223 -0.065 -0.424
37 H -4.329 2.109 0.046
38 H -2.386 3.213 0.579
39 H -1.775 1.788 0.096
40 H -5.382 1.527 2.156
41 H -4.422 2.975 2.381
42 C 0.321 -1.778 -4.645
43 C -0.144 -0.328 -4.566
44 C -1.353 -0.080 -3.621
45 C -1.872 1.359 -3.835
46 C -3.077 1.718 -2.968
47 C -2.461 -1.057 -4.012
48 O -2.959 -1.040 -5.101
49 N -2.888 -1.978 -3.048
50 C -2.459 -2.074 -1.747
51 O -2.939 -2.813 -0.923
52 N -1.433 -1.186 -1.400
53 C -0.940 -0.265 -2.198
54 O -0.073 0.481 -1.609
55 H 1.173 -1.853 -5.320
56 H -0.462 -2.428 -5.043
57 H 0.639 -2.164 -3.678
58 H -0.469 -0.001 -5.552
59 H 0.669 0.325 -4.245
60 H -2.150 1.430 -4.885
61 H -1.045 2.048 -3.659
62 H -3.926 1.062 -3.177
63 H -3.398 2.739 -3.170
64 H -2.841 1.644 -1.902
65 H -3.628 -2.610 -3.325
66 I 0.943 0.056 4.136
67 C 1.396 1.319 2.506
68 C 2.319 2.308 2.805
69 C 2.611 3.269 1.851
70 C 1.944 3.221 0.641
71 C 1.053 2.192 0.421
72 N 0.775 1.223 1.319
73 H 2.799 2.328 3.774
74 H 3.337 4.044 2.063
75 H 2.120 3.958 -0.131
76 H 0.544 2.110 -0.529

Results
* highest occupied orbital energy: -15.294 eV
* total energy: -145484.33443 eV
* ΔE to the lowest compared entry with this formula, charge and spin: 1.238 eV
* total charge: +2
* strongest force on any atom: 0.5 eV/Å

Density functional theory data (ωB97M-V/def2-TZVPD) for a gas-phase ion, C18H31BClF2IN4O7PSi (charge +1).

Element x y z (Å)
1 C 4.868 0.067 -1.733
2 O 3.472 -0.260 -1.613
3 B 2.713 0.653 -0.987
4 O 3.061 1.978 -1.087
5 C 1.347 0.170 -0.193
6 P 1.638 0.880 1.536
7 N 1.993 2.399 1.603
8 C 0.317 0.842 -1.038
9 C 0.084 2.282 -1.023
10 C -1.179 2.605 -0.131
11 O -0.834 3.089 1.120
12 Si -1.857 2.713 2.409
13 C -2.457 0.923 2.464
14 C -3.338 3.866 2.527
15 C -0.823 2.967 3.960
16 N -0.286 0.005 -1.802
17 C -1.211 0.376 -2.875
18 C -2.418 1.263 -2.532
19 O -2.388 2.420 -2.808
20 Cl -3.905 0.631 -1.822
21 C 0.092 -1.429 -1.572
22 I 1.292 -1.719 -3.416
23 N -1.045 -2.253 -1.635
24 C -2.243 -2.003 -0.843
25 C -1.090 -3.555 -2.256
26 C -1.125 -4.778 -1.349
27 O -1.235 -3.722 -3.430
28 C 0.987 -1.370 -0.305
29 C 0.116 -1.643 0.944
30 N 2.133 -2.297 -0.306
31 C 3.035 -2.151 0.781
32 O 4.088 -1.586 0.720
33 F 2.699 -2.721 1.938
34 C 1.807 -3.674 -0.473
35 O 1.387 -4.421 0.362
36 F 2.067 -4.135 -1.678
37 H 5.398 -0.841 -1.975
38 H 5.284 0.445 -0.809
39 H 5.004 0.760 -2.549
40 H 3.564 2.274 -0.325
41 H 2.697 0.100 2.051
42 H 0.495 0.641 2.318
43 H 2.911 2.572 1.986
44 H -0.055 2.678 -2.019
45 H 0.915 2.808 -0.569
46 H -1.712 3.377 -0.680
47 H -1.813 1.714 -0.111
48 H -2.853 0.551 1.521
49 H -3.297 0.898 3.151
50 H -1.730 0.206 2.831
51 H -4.055 3.416 3.203
52 H -2.977 4.792 2.950
53 H -3.800 4.026 1.559
54 H -0.072 2.181 3.970
55 H -1.436 2.879 4.848
56 H -0.277 3.901 3.901
57 H -0.641 0.937 -3.601
58 H -1.556 -0.502 -3.406
59 H -2.225 -1.036 -0.365
60 H -3.107 -2.011 -1.495
61 H -2.443 -2.749 -0.081
62 H -0.417 -5.523 -1.677
63 H -1.046 -4.537 -0.298
64 H -2.115 -5.200 -1.488
65 H -0.651 -0.883 1.013
66 H 0.651 -1.705 1.882
67 H -0.405 -2.582 0.807

Results
* highest occupied orbital energy: -12.211 eV
* total energy: -83357.34227 eV
* ΔE to the lowest compared entry with this formula, charge and spin: 0.000 eV
* total charge: +1
* strongest force on any atom: 2.5 eV/Å

Density functional theory data (ωB97M-V/def2-TZVPD) for a molecular structure, C40H58BrCoN4O3.

Element x y z (Å)
1 Co 0.043 -0.348 0.705
2 C -1.534 6.326 -0.808
3 C -1.638 5.939 0.676
4 C -2.901 6.574 1.263
5 C -0.425 6.500 1.431
6 C -1.663 4.414 0.753
7 C -0.483 3.702 0.562
8 C -0.500 2.314 0.567
9 N 0.526 1.435 0.389
10 C 1.832 1.609 0.072
11 C 2.485 2.764 -0.355
12 C 3.840 2.717 -0.634
13 C 4.548 1.495 -0.474
14 C 3.978 0.312 -0.091
15 C 2.564 0.348 0.151
16 O 1.887 -0.700 0.427
17 C 4.857 -0.939 0.024
18 C 5.994 -0.648 1.018
19 C 5.449 -1.247 -1.360
20 C 4.133 -2.199 0.513
21 C 4.614 3.943 -1.101
22 C 3.717 5.169 -1.265
23 C 5.275 3.641 -2.455
24 C 5.697 4.268 -0.060
25 C -1.754 1.617 0.841
26 O -1.721 0.343 0.938
27 C -2.978 2.352 1.002
28 C -2.884 3.718 0.950
29 C -4.296 1.618 1.216
30 C -5.470 2.592 1.328
31 C -4.565 0.694 0.017
32 C -4.238 0.796 2.514
33 H -1.532 7.412 -0.912
34 H -2.379 5.932 -1.377
35 H -0.614 5.940 -1.252
36 H -2.787 7.658 1.265
37 H -3.077 6.255 2.292
38 H -3.791 6.346 0.675
39 H -0.467 7.589 1.426
40 H 0.521 6.215 0.969
41 H -0.413 6.166 2.470
42 H 0.442 4.234 0.425
43 H 1.940 3.679 -0.495
44 H 5.609 1.508 -0.682
45 H 6.630 0.175 0.693
46 H 6.626 -1.532 1.120
47 H 5.596 -0.399 2.003
48 H 6.053 -0.423 -1.742
49 H 4.659 -1.451 -2.085
50 H 6.090 -2.129 -1.299
51 H 3.681 -2.061 1.495
52 H 4.873 -2.998 0.588
53 H 3.351 -2.520 -0.174
54 H 2.924 5.001 -1.997
55 H 4.316 6.009 -1.617
56 H 3.261 5.467 -0.318
57 H 4.529 3.377 -3.207
58 H 5.992 2.823 -2.388
59 H 5.812 4.524 -2.804
60 H 5.252 4.500 0.909
61 H 6.272 5.135 -0.389
62 H 6.393 3.441 0.078
63 H -3.780 4.301 1.077
64 H -5.591 3.196 0.426
65 H -5.370 3.263 2.183
66 H -6.389 2.020 1.467
67 H -4.619 1.279 -0.905
68 H -5.526 0.192 0.149
69 H -3.793 -0.066 -0.096
70 H -4.063 1.446 3.374
71 H -3.456 0.042 2.483
72 H -5.196 0.295 2.667
73 C 0.628 -5.730 0.282
74 C 0.380 -4.565 1.197
75 C 0.446 -4.675 2.580
76 C 0.247 -3.566 3.384
77 C -0.019 -2.366 2.757
78 Br -0.209 -0.783 3.773
79 N -0.116 -2.234 1.441
80 C 0.093 -3.313 0.677
81 H 0.626 -6.670 0.831
82 H 1.597 -5.634 -0.212
83 H -0.134 -5.790 -0.494
84 H 0.663 -5.633 3.037
85 H 0.307 -3.621 4.461
86 H 0.021 -3.134 -0.388
87 C -3.034 -2.349 -1.531
88 N -2.526 -1.327 -2.425
89 C -3.286 -1.015 -3.626
90 C -3.208 0.474 -3.887
91 C -1.754 0.860 -4.040
92 N -0.934 0.274 -2.985
93 C 0.399 0.830 -2.860
94 C -1.331 -0.738 -2.169
95 O -0.633 -1.118 -1.210
96 H -2.898 -3.353 -1.945
97 H -4.100 -2.184 -1.366
98 H -2.519 -2.286 -0.578
99 H -4.314 -1.335 -3.461
100 H -2.903 -1.579 -4.484
101 H -3.656 1.008 -3.046
102 H -3.756 0.741 -4.790
103 H -1.630 1.944 -4.001
104 H -1.373 0.528 -5.012
105 H 0.830 0.941 -3.858
106 H 1.026 0.164 -2.277
107 H 0.377 1.813 -2.383

Results
* highest occupied orbital energy (spin up / spin down): -9.384 / -10.509 eV
* total energy: -162191.47307 eV
* spin multiplicity: 4
* ΔE to the lowest compared entry with this formula, charge and spin: 0.202 eV
* total charge: +1
* strongest force on any atom: 0.6 eV/Å

Density functional theory data (ωB97M-V/def2-TZVPD) for a single C2H3FO molecule.

Element x y z (Å)
1 O 0.336 0.260 -1.942
2 C -0.213 0.401 -0.770
3 C 0.202 -0.244 0.480
4 F -0.908 -0.231 1.434
5 H -0.992 1.050 -0.356
6 H 0.582 -1.285 0.090
7 H 0.994 0.049 1.065

Results
* highest occupied orbital energy: -10.788 eV
* total energy: -6885.48206 eV
* ΔE to the lowest compared entry with this formula, charge and spin: 2.461 eV
* strongest force on any atom: 6.9 eV/Å